Arrangement i

19
Properties=species:S:1:pos:R:3 method="wB97M-V/def2-TZVPD" e_homo_ev=-13.56 orbital_gap_ev=10.3 total_charge=+1
N -0.049 -1.930 -0.650
H 2.245 1.165 -0.166
C -0.737 0.926 1.538
H -0.138 -2.932 -0.676
H -1.313 -2.910 1.265
O 2.298 1.742 -2.406
H -0.040 1.758 1.629
H -1.735 1.323 1.333
P 1.891 0.566 -1.392
C -0.517 -1.245 0.396
H 0.636 -1.509 -1.264
H -0.631 0.429 -1.812
N -0.272 0.047 0.506
H -0.221 1.938 -0.899
H -1.697 -1.436 2.066
C 0.061 0.915 -1.131
H 2.160 2.665 -2.165
H -0.744 0.399 2.495
N -1.196 -1.912 1.336

Arrangement ii

19
Properties=species:S:1:pos:R:3 method="wB97M-V/def2-TZVPD" smiles="C=[P@H](O)N(C)C(N)=[NH2+]" e_homo_ev=-12.60 orbital_gap_ev=9.7 total_charge=+1
H -2.358 0.530 -1.584
H -2.152 1.562 1.943
C 0.956 -0.931 -0.400
C -2.187 1.015 -0.676
H 1.984 1.707 -0.436
H 0.545 -2.871 -1.073
H 2.765 -1.909 -0.626
H -3.168 1.248 -0.389
H 2.838 -0.388 0.232
H 1.437 1.617 1.326
H -0.751 -1.857 -1.047
N 0.449 0.091 0.177
C 1.116 1.372 0.296
N 2.261 -1.092 -0.317
H -1.371 -1.207 1.122
N 0.178 -1.966 -0.844
O -1.450 0.875 1.922
H 0.280 2.058 -0.111
P -1.373 0.144 0.483

Short version: arrangement i is the most stable of them.

Arrangement i

6
Properties=species:S:1:pos:R:3 method="wB97M-V/def2-TZVPD" smiles=SC(Br)Br e_homo_ev=-9.66 orbital_gap_ev=9.8
H -0.380 0.211 -1.152
H -1.705 -0.436 0.898
S -0.927 0.628 1.044
Br 1.902 1.279 -0.290
C 0.382 0.085 -0.264
Br 0.729 -1.768 -0.235

Arrangement ii

6
Properties=species:S:1:pos:R:3 method="wB97M-V/def2-TZVPD" smiles=SC(Br)Br e_homo_ev=-9.86 orbital_gap_ev=9.8
C 0.493 -0.874 -0.609
H -0.593 -0.715 -0.616
S 1.180 0.772 -0.327
Br 0.927 -1.769 -2.385
Br 0.865 -2.164 0.848
H -0.023 1.057 0.119

Short version: arrangement ii is the most stable of them.

Arrangement i

21
Properties=species:S:1:pos:R:3 method="wB97M-V/def2-TZVPD" e_homo_ev=-9.10 orbital_gap_ev=6.5
N 1.208 -0.065 -0.385
H 1.662 -2.146 -0.948
O -1.277 1.878 -0.169
H -1.645 2.232 1.922
C 1.105 0.167 1.088
C -0.849 1.973 1.194
H -1.780 -0.477 -0.670
H -1.255 1.019 -0.848
H -1.052 -0.076 1.576
S -0.926 -0.029 -2.802
H 1.307 -0.784 1.632
H -0.076 0.627 2.853
H 1.876 0.815 1.506
H 0.909 -1.511 -2.898
C 0.721 -1.506 -0.773
C 0.033 -1.505 -2.159
H 0.570 0.541 -0.928
H -0.456 -2.420 -2.304
H 0.155 -1.980 0.065
H -0.042 2.679 1.294
C -0.188 0.567 1.753

Arrangement ii

21
Properties=species:S:1:pos:R:3 method="wB97M-V/def2-TZVPD" smiles="CC(C)N=S(C)(C)=O" e_homo_ev=-8.74 orbital_gap_ev=9.4
H -0.644 1.682 -1.205
H -1.809 -0.410 2.223
N -0.639 -0.631 -0.193
H 1.293 1.227 -1.559
C -1.046 1.854 -0.234
H -1.750 2.638 -0.295
H 1.136 -2.794 -1.256
H -0.354 0.601 2.453
H 0.617 -0.326 -2.308
C -1.377 0.542 0.306
H 2.404 -0.175 -2.015
H -2.422 0.230 0.094
C 1.339 0.135 -1.754
H 0.620 -3.011 0.429
C -1.318 0.573 1.973
H -0.258 2.187 0.396
O 1.804 -0.107 0.886
S 0.900 -0.614 -0.134
C 1.222 -2.385 -0.313
H -1.901 1.324 2.486
H 2.182 -2.540 0.021

Arrangement iii

21
Properties=species:S:1:pos:R:3 method="wB97M-V/def2-TZVPD" smiles="CC=[S@@](=O)(CC)NC" e_homo_ev=-7.32 orbital_gap_ev=8.0
H 1.484 -2.379 1.100
C 0.690 -2.053 1.910
H 0.095 2.046 0.362
H -1.889 1.239 -0.300
S 0.242 -0.201 -0.147
H -0.991 -1.254 -1.364
H 1.090 -2.230 2.995
H -3.075 -0.161 -0.112
C -2.328 0.332 -0.740
H 0.512 2.077 -2.358
H 1.928 1.010 -1.983
H 1.290 0.038 1.837
O 1.127 -1.201 -0.657
H -0.183 -2.684 1.692
C 0.852 1.481 -0.227
C 0.361 -0.580 1.638
H 1.857 2.899 -1.778
N -1.237 -0.633 -0.635
H -2.739 0.587 -1.730
H -0.397 -0.187 2.147
C 1.312 1.855 -1.649

Short version: arrangement ii is the most stable of them.

Arrangement i

22
Properties=species:S:1:pos:R:3 method="wB97M-V/def2-TZVPD" e_homo_ev="-7.97 / -7.68" orbital_gap_ev="8.5 / 8.1"
H 0.719 2.774 1.510
H -2.506 1.041 -1.324
C 2.259 0.443 -1.200
C -1.190 -0.767 0.052
C 1.379 -0.830 0.001
O 2.124 0.210 0.170
H 0.094 -0.951 1.790
C 0.107 -1.197 0.715
C 1.670 -2.289 -0.163
O 0.030 3.266 1.007
H 2.858 -0.248 -1.800
H -1.115 -0.915 -1.041
O 0.414 -2.586 0.481
H 2.544 -2.653 0.401
H 1.710 1.340 -1.495
H -2.015 -1.399 0.428
H 1.713 -2.667 -1.196
H -0.806 2.922 1.331
C -2.547 1.125 -0.224
H -2.594 2.185 0.053
O -1.392 0.582 0.366
H -3.456 0.615 0.138

Arrangement ii

22
Properties=species:S:1:pos:R:3 method="wB97M-V/def2-TZVPD" smiles=C1COCO1.C1COCO1 e_homo_ev=-9.61 orbital_gap_ev=10.5
C -1.795 0.701 1.036
H 2.408 0.756 -1.648
H 1.170 0.524 -0.379
H -0.690 2.566 0.812
C -0.861 1.792 1.585
H -0.608 -0.384 3.004
O 1.979 -1.207 -0.998
C 0.362 -0.138 -2.315
C -0.119 -0.236 2.022
H 0.701 -0.975 1.939
O 0.364 1.091 1.875
H 1.093 -3.063 -1.472
C 0.891 -1.989 -1.297
H -2.057 0.817 -0.033
H -0.540 0.249 -1.803
H 0.459 0.401 -3.277
H 0.174 -1.914 -0.456
C 1.592 0.090 -1.306
H -1.109 2.310 2.531
O -1.006 -0.452 1.036
O 0.333 -1.542 -2.463
H -2.740 0.601 1.605

Short version: arrangement ii is the most stable of them.

Arrangement i

50
Properties=species:S:1:pos:R:3 method="wB97M-V/def2-TZVPD" smiles="COCCn1c(SCC(=O)N2CCC(C)CC2)nc2c(c1=O)SCC2" e_homo_ev=-7.73 orbital_gap_ev=8.3
H 6.862 -2.133 -1.487
H -0.413 -2.418 1.645
H 5.893 0.097 -1.983
H 5.188 -0.944 0.796
C 2.911 1.393 1.245
H 3.607 -0.600 -2.604
H 1.137 2.091 0.164
N -1.206 1.312 0.218
H -5.045 3.632 -0.590
C 5.179 1.175 0.456
C -2.945 -0.713 -0.748
H -2.737 3.441 0.984
C -2.490 1.589 -0.067
H 6.751 -0.285 0.301
N 3.754 1.269 0.202
C -4.573 2.836 -0.020
H -4.188 -3.615 1.918
C 1.416 1.389 0.948
H 5.274 -2.729 -1.005
O -2.356 -2.833 1.678
S -4.969 1.236 -0.851
C -3.383 -3.672 1.188
C -3.359 0.645 -0.535
C 5.354 -0.593 -1.323
H 5.346 1.413 1.507
H 3.300 -1.133 -0.944
O 3.298 1.545 2.388
H 5.569 -2.263 -2.681
C -0.818 0.082 0.078
H 3.947 1.727 -1.802
C -3.054 2.972 0.053
C -1.135 -2.934 1.006
H -2.670 3.577 -0.774
H -0.111 -2.326 -0.802
C 5.792 -2.018 -1.645
H 5.695 1.913 -0.168
S 0.860 -0.273 0.443
C -1.127 -2.299 -0.400
H 0.888 1.639 1.867
H -3.034 -4.708 1.108
C 5.676 -0.232 0.128
C 3.852 -0.416 -1.557
N -1.601 -0.931 -0.364
H -1.805 -2.840 -1.064
H 2.347 1.121 -1.348
H -0.828 -3.986 0.901
O -3.608 -1.617 -1.213
H -5.020 2.792 0.973
H -3.756 -3.335 0.217
C 3.414 1.000 -1.176

Arrangement ii

50
Properties=species:S:1:pos:R:3 method="wB97M-V/def2-TZVPD" smiles="COCCn1c(SCC(=O)N2CCCCCC2)nc2c(c1=O)SCC2" e_homo_ev=-7.57 orbital_gap_ev=8.0
H 4.595 2.614 -1.137
H 0.853 1.604 2.027
C 2.200 1.496 0.364
C 3.974 1.715 -1.232
C -2.542 -0.473 -0.805
H 5.987 -1.288 -0.507
H -4.439 3.896 -0.124
H 0.006 -3.744 0.688
H 4.466 -1.434 -2.521
C -0.948 -3.235 0.531
H -3.792 -4.763 0.073
H 4.679 0.817 -3.028
C -2.964 0.821 -0.354
H -3.478 -3.447 1.236
H -1.335 -2.501 -1.471
O -1.857 -4.251 0.224
H 2.389 0.771 2.454
S -4.417 1.614 -0.898
H 3.383 -1.164 1.066
C -3.214 -3.860 0.253
C 4.904 -1.421 -0.431
H -4.927 2.759 1.147
O 1.437 2.045 -0.412
H 4.341 1.027 1.977
H -1.231 -2.733 1.470
H 0.270 -2.053 -0.835
O -3.112 -1.199 -1.593
H 3.080 1.979 -1.801
C 4.413 -0.847 0.896
C -2.766 2.894 0.881
H 5.023 -1.251 1.706
C 4.245 -0.797 -1.662
H -2.131 3.636 0.388
C 4.480 0.683 0.949
C 4.756 0.616 -1.958
C -2.231 1.537 0.551
H -3.448 -3.122 -0.520
C -0.787 -2.173 -0.584
C -4.200 2.951 0.358
H -2.724 3.080 1.955
H 3.161 -0.780 -1.536
C 1.656 0.955 1.678
S 0.868 -0.650 1.304
C -0.664 -0.077 0.659
H 5.469 1.019 0.628
H 5.816 0.669 -1.700
N -1.085 1.075 1.071
N 3.508 1.311 0.082
N -1.319 -0.878 -0.215
H 4.707 -2.495 -0.429

Short version: arrangement i is the most stable of them.

Arrangement i

19
Properties=species:S:1:pos:R:3 method="wB97M-V/def2-TZVPD" smiles="[H]/N=C/NC.O.O.O" e_homo_ev=-9.37 orbital_gap_ev=10.0
N 1.899 1.786 -0.632
H 3.635 1.318 -1.911
H 3.455 3.012 -1.094
H 3.958 1.428 -0.372
C 1.654 1.843 0.694
O -1.267 -2.406 1.357
H -3.203 -2.905 0.335
C 3.215 1.942 -1.058
H 2.311 2.424 1.415
H -0.692 0.388 -0.991
O -4.027 -3.202 -0.127
O -0.833 -0.466 -1.303
N 0.470 1.679 1.203
H -4.587 -2.395 -0.346
H -0.441 -2.937 1.332
H -1.753 -0.374 -1.570
H 1.186 1.095 -0.897
H -1.120 -1.589 0.743
H 0.472 2.153 2.128

Arrangement ii

19
Properties=species:S:1:pos:R:3 method="wB97M-V/def2-TZVPD" e_homo_ev=-9.28 orbital_gap_ev=10.0
H -3.876 1.637 -1.021
H -3.394 1.290 0.890
N -1.662 2.108 -0.170
N -3.290 1.793 -1.832
H 2.751 -1.874 -1.656
H -3.258 3.138 0.938
H 3.852 -2.399 -0.897
H 2.110 2.008 2.785
C -1.909 1.973 -1.416
C -2.678 2.194 0.874
H -2.101 2.046 1.796
H -3.332 1.053 -2.519
H 2.784 0.866 2.039
O 2.996 -1.983 -0.724
H 2.485 -5.414 0.571
H -1.170 1.359 -1.953
O 2.944 -5.498 -0.270
H 3.769 -5.932 -0.022
O 2.978 1.636 2.587

Short version: arrangement ii is the most stable of them.

Arrangement i

11
Properties=species:S:1:pos:R:3 method="wB97M-V/def2-TZVPD" smiles="Cl[C@@H]1[C@@H]2C=NS[C@@H]12" e_homo_ev=-9.10 orbital_gap_ev=9.8
C -1.280 -0.505 0.435
H 0.331 0.284 1.429
C 0.956 1.189 -0.293
H 0.959 2.274 -0.451
N 1.996 0.472 -0.560
C -0.098 0.397 0.446
S 1.716 -1.232 -0.231
H -0.273 -0.743 -1.391
Cl -2.746 -0.325 -0.489
H -1.520 -0.911 1.425
C -0.041 -0.899 -0.320

Arrangement ii

11
Properties=species:S:1:pos:R:3 method="wB97M-V/def2-TZVPD" smiles="S[C@@H]1N=CC=C1Cl" e_homo_ev=-9.43 orbital_gap_ev=9.4
H -0.761 1.010 2.554
H 2.114 -0.094 -1.749
N 1.358 -0.657 0.028
C -0.084 0.464 -1.324
C 1.197 -0.080 -1.122
C 0.067 -0.693 0.707
S 0.204 -0.042 2.437
H -0.238 -1.676 0.714
H -0.561 1.118 -2.140
Cl -2.451 0.533 0.169
C -0.844 0.116 -0.273

Short version: arrangement ii is the most stable of them.